No. 1
C31H42BCoF6N6OS3 as an isolated structure at a distorted geometry, computed with the ωB97M-V functional and the def2-TZVPD basis.

The geometry in ORCA input format:
```
! wB97M-V def2-TZVPD RIJCOSX def2/J DEFGRID3
* xyz 1 2
Co -2.303 0.629 2.261
C 1.561 3.658 3.305
C 1.515 2.480 2.380
C 2.626 1.814 1.967
C 2.509 0.668 1.148
N 1.344 0.269 0.715
N 0.257 0.943 1.100
B -1.160 0.492 0.591
N -1.258 -0.969 0.023
N -0.291 -1.407 -0.822
C -0.376 -2.628 -1.265
C -1.421 -3.490 -0.840
C -2.419 -3.035 -0.050
C -3.580 -3.883 0.372
C -2.327 -1.679 0.367
S -3.614 -0.934 1.223
C 0.644 -3.141 -2.280
C 1.359 -4.364 -1.690
C 1.680 -2.081 -2.628
C -0.112 -3.541 -3.558
N -1.757 1.531 -0.404
N -0.935 1.711 -1.461
C -1.299 2.533 -2.405
C -2.551 3.195 -2.334
C -3.374 3.024 -1.272
C -4.693 3.726 -1.138
C -2.933 2.157 -0.237
S -3.868 1.985 1.173
C -0.307 2.712 -3.555
C 1.044 3.152 -2.969
C -0.793 3.756 -4.559
C -0.144 1.360 -4.259
C 0.273 1.969 1.942
S -1.243 2.612 2.468
C 3.716 -0.147 0.673
C 3.960 0.220 -0.800
C 4.967 0.181 1.490
C 3.399 -1.643 0.832
H 2.589 3.918 3.546
H 1.026 3.429 4.230
H 1.070 4.528 2.860
H 3.604 2.154 2.285
H -1.429 -4.525 -1.166
H -3.426 -4.918 0.075
H -4.506 -3.523 -0.085
H -3.723 -3.834 1.454
H 1.829 -4.122 -0.732
H 2.141 -4.694 -2.379
H 0.679 -5.208 -1.537
H 2.273 -1.814 -1.751
H 1.210 -1.175 -3.004
H 2.353 -2.471 -3.397
H -0.873 -4.304 -3.372
H 0.595 -3.949 -4.285
H -0.602 -2.672 -4.009
H -2.857 3.854 -3.137
H -4.894 4.342 -2.012
H -4.696 4.362 -0.247
H -5.505 3.004 -1.014
H 0.955 4.121 -2.465
H 1.779 3.253 -3.772
H 1.411 2.418 -2.248
H -0.938 4.736 -4.092
H -1.727 3.454 -5.044
H -0.041 3.874 -5.343
H 0.154 0.600 -3.539
H 0.620 1.431 -5.039
H -1.083 1.045 -4.729
H 4.280 1.264 -0.882
H 3.051 0.099 -1.390
H 4.747 -0.410 -1.227
H 5.342 1.189 1.290
H 5.760 -0.520 1.221
H 4.786 0.078 2.566
H 2.443 -1.897 0.370
H 3.338 -1.904 1.893
H 4.192 -2.243 0.376
C -0.711 -2.595 4.268
C -1.055 -1.120 4.165
O -1.226 -0.767 2.834
C -2.360 -0.840 4.958
F -3.283 -1.770 4.701
F -2.195 -0.765 6.276
F -2.914 0.356 4.561
C 0.115 -0.309 4.779
F 1.197 -0.432 3.982
F -0.173 1.004 4.858
F 0.469 -0.715 6.003
H -1.516 -3.177 3.825
H -0.573 -2.904 5.304
H 0.206 -2.773 3.712
*
```

Calculated values
HOMO (alpha / beta)   -10.81 / -10.89 eV
LUMO level (alpha / beta)   -3.852 / -3.281 eV
HOMO-LUMO gap (alpha / beta)   6.9619 / 7.6133 eV
Energy   -4811.55142 a.u.
F_max   1.65 eV Å⁻¹
Expectation value of S²   0.8414

Löwdin population analysis, charges in e, atoms 1 to 5:
1. Co 0.046
2. C -0.035
3. C -0.230
4. C 0.085
5. C -0.185

No. 2
C31H42BaN6O7S4 as an isolated structure at a distorted geometry, computed with the ωB97M-V functional and the def2-TZVPD basis.

The geometry in ORCA input format:
```
! wB97M-V def2-TZVPD RIJCOSX def2/J DEFGRID3
* xyz -2 1
Ba 0.157 1.762 0.612
C -2.144 -2.892 1.495
C -0.703 -3.338 1.736
S 0.525 -2.015 1.578
C 1.726 -2.725 0.434
C 1.196 -3.152 -0.932
S 0.405 -1.799 -1.843
C -1.126 -2.586 -2.397
C -2.019 -3.210 -1.325
S -2.512 -2.029 -0.046
H -2.437 -2.179 2.269
H -2.789 -3.769 1.623
H -0.432 -4.134 1.040
H -0.648 -3.769 2.739
H 2.234 -3.573 0.905
H 2.458 -1.924 0.321
H 0.494 -3.980 -0.826
H 2.042 -3.548 -1.503
H -0.895 -3.347 -3.147
H -1.648 -1.776 -2.914
H -1.545 -4.076 -0.857
H -2.914 -3.582 -1.829
N 1.447 1.585 -1.965
C 1.966 2.792 -2.619
C 2.261 3.880 -1.596
C 0.983 4.178 -0.806
O -0.058 4.436 -1.426
O 1.044 3.994 0.454
H 2.196 0.951 -1.707
H 0.803 1.095 -2.610
H 1.189 3.143 -3.299
H 2.860 2.587 -3.223
H 2.609 4.798 -2.080
H 3.047 3.561 -0.907
S -0.880 0.499 -4.067
C -2.213 0.869 -2.998
N -2.100 1.978 -2.216
C -3.050 2.294 -1.119
C -4.385 1.802 -1.624
C -4.406 0.723 -2.418
N -3.301 0.126 -3.007
H -1.332 2.608 -2.399
H -3.033 3.387 -1.041
H -5.311 2.236 -1.270
H -5.355 0.264 -2.691
N 0.801 -0.740 4.672
C -0.447 -0.150 4.734
N -0.397 1.226 4.787
O -1.479 -0.797 4.815
H 1.478 -0.175 4.167
H 0.744 -1.666 4.272
H 0.385 1.657 4.310
H -1.291 1.659 4.608
C -3.453 0.855 2.403
C -3.376 2.070 1.478
C -2.557 3.150 2.225
C -2.605 1.625 0.192
C -4.773 2.647 1.244
C -4.942 3.966 0.811
C -6.195 4.487 0.526
C -7.333 3.707 0.678
C -7.190 2.402 1.127
C -5.933 1.887 1.406
H -2.445 0.504 2.632
H -3.972 0.025 1.918
H -3.943 1.073 3.358
H -1.643 2.699 2.618
H -3.092 3.586 3.077
H -2.248 3.962 1.563
H -2.853 0.574 0.024
H -4.075 4.595 0.663
H -6.276 5.508 0.171
H -8.313 4.108 0.447
H -8.065 1.773 1.250
H -5.854 0.858 1.731
O 2.005 1.328 2.803
C 2.810 0.891 1.943
O 2.513 0.399 0.836
C 4.297 0.960 2.256
C 5.216 0.950 1.215
C 6.579 1.006 1.470
C 7.043 1.047 2.774
C 6.107 1.047 3.797
C 4.742 1.019 3.570
N 6.597 1.084 5.180
O 7.811 1.128 5.357
O 5.777 1.055 6.084
H 4.834 0.892 0.205
H 7.284 1.011 0.649
H 8.096 1.078 3.006
H 4.031 1.050 4.382
*
```

Calculated values
HOMO   -0.82 eV
LUMO level   2.809 eV
HOMO-LUMO gap   3.6329 eV
Energy   -3680.08152 a.u.
F_max   1.42 eV Å⁻¹

Löwdin population analysis, charges in e, atoms 1 to 5:
1. Ba 1.887
2. C -0.547
3. C -0.516
4. S 0.859
5. C -0.541

No. 3
C31H42BrCoN3P2 as an isolated structure at a distorted geometry, computed with the ωB97M-V functional and the def2-TZVPD basis.

The geometry in ORCA input format:
```
! wB97M-V def2-TZVPD RIJCOSX def2/J DEFGRID3
* xyz 2 4
C -3.915 -3.284 0.426
C -2.635 -3.370 1.007
C -2.054 -4.643 1.144
C -2.904 -5.747 1.074
N -4.154 -5.627 0.646
C -4.664 -4.452 0.312
C -2.111 -2.195 1.656
C -2.040 -1.178 2.365
C -1.716 0.157 2.794
C -1.190 1.207 2.001
C -0.651 2.346 2.619
C -0.694 2.464 4.009
C -1.421 1.557 4.803
C -1.946 0.403 4.176
Co 0.400 1.854 0.135
P -0.210 -0.228 -1.438
H -1.013 -4.770 1.419
H -4.355 -2.322 0.201
H -2.565 -6.734 1.386
H -5.693 -4.407 -0.033
H -2.519 -0.346 4.739
H -1.281 1.208 0.902
H -1.576 1.702 5.866
H -0.186 3.137 2.025
C 0.868 0.287 -2.841
C 1.138 -0.674 -3.992
H 1.830 0.557 -2.374
H 0.442 1.227 -3.218
H 1.805 -0.161 -4.695
H 1.654 -1.588 -3.673
H 0.237 -0.946 -4.555
C 0.266 -2.010 -1.159
C -0.501 -3.150 -1.841
H 0.187 -2.121 -0.066
H 1.333 -2.103 -1.409
H -0.026 -4.101 -1.554
H -1.544 -3.208 -1.500
H -0.473 -3.107 -2.941
C -1.980 -0.370 -1.970
C -2.295 -0.837 -3.387
H -2.424 0.623 -1.808
H -2.460 -1.035 -1.233
H -3.370 -0.696 -3.555
H -1.766 -0.252 -4.146
H -2.100 -1.904 -3.551
Br 0.378 3.947 4.698
P 2.682 0.194 0.773
C 3.535 -0.955 -0.367
C 5.038 -0.921 -0.683
H 2.976 -0.845 -1.313
H 3.289 -1.963 0.004
H 5.237 -1.560 -1.561
H 5.400 0.081 -0.934
H 5.655 -1.327 0.130
C 3.402 1.883 0.652
C 4.379 2.492 1.663
H 2.499 2.547 0.604
H 3.869 1.931 -0.345
H 4.466 3.575 1.463
H 4.037 2.404 2.700
H 5.398 2.085 1.582
C 2.657 -0.727 2.354
C 3.930 -1.368 2.925
H 1.922 -1.532 2.157
H 2.194 -0.082 3.114
H 3.739 -1.725 3.949
H 4.255 -2.245 2.353
H 4.762 -0.659 2.990
N -3.629 7.416 -2.456
C -3.147 6.397 -2.149
C -2.527 5.147 -1.776
C -1.185 4.909 -2.079
C -0.552 3.785 -1.567
N -1.185 2.949 -0.706
C -2.523 3.080 -0.543
C -3.219 4.168 -1.067
H -0.616 5.628 -2.655
H 0.486 3.528 -1.801
H -3.051 2.311 0.020
H -4.282 4.291 -0.893
*
```

Calculated values
HOMO (alpha / beta)   -13.68 / -13.68 eV
LUMO level (alpha / beta)   -6.554 / -7.516 eV
HOMO-LUMO gap (alpha / beta)   7.1242 / 6.1615 eV
Energy   -6009.50110 a.u.
F_max   3.53 eV Å⁻¹
Expectation value of S²   3.7648

Löwdin population analysis, charges in e, atoms 1 to 5:
1. C -0.021
2. C -0.264
3. C -0.015
4. C -0.109
5. N 0.075